Formula: C5H7NO
Source: the OMol25 dataset
Level of theory: wB97M-V/def2-TZVPD

XYZ file:
```
14
Properties=species:S:1:pos:R:3
C -1.475 1.014 0.952
C -0.580 -0.845 -0.161
C -0.221 -1.996 -0.788
O 1.098 -1.969 -1.214
C 1.591 -0.765 -0.847
C 0.607 -0.077 -0.216
N 0.484 1.208 0.386
H -1.666 0.290 1.732
H -2.198 0.981 0.149
H -1.325 2.022 1.342
H -0.727 -2.922 -1.027
H 2.624 -0.576 -1.105
H 0.586 1.995 -0.251
H 1.070 1.363 1.204
```

Values from the calculation:
Electronic energy ... -324.50174 Eh
ΔE to the lowest compared entry with this formula, charge and spin ... 584.8 kJ/mol
Kohn-Sham gap ... 7.9624 eV
LUMO level ... 0.249 eV
Charge ... 0
Highest occupied orbital energy ... -7.7 eV